16
Properties=species:S:1:pos:R:3:forces:R:3 method="wB97M-V/def2-TZVPD" energy_ha=-685.63745 total_charge=-1 gap_ev=6.675 e_lumo_ev=3.7812 homo_energy_ha=-0.106 spin_multiplicity=1 largest_force_ev_per_a=3.3 relative_energy_kcal_mol=19.0
C -0.93770 1.79809 0.89427 0.6134 1.5627 1.1286
C -0.32693 0.87321 -0.13648 -2.9323 0.0124 -1.4178
S 0.94550 -0.27090 0.29639 0.7490 -0.2410 0.2489
N 0.03333 2.85858 1.34946 0.6205 -0.5803 -0.4496
H -1.26289 1.23540 1.77490 0.2879 -0.1864 -0.0142
H -1.85088 2.30912 0.55993 0.1000 -0.2061 -0.5027
H -0.24053 1.41289 -1.09700 0.9443 0.3727 0.3335
H -1.27222 0.38095 -0.45665 0.3774 -0.5049 0.4438
H -0.20507 3.82257 1.14130 -0.5674 -0.2896 -0.1545
H 0.86230 2.67743 0.77507 -0.0019 0.0747 0.5699
H -1.93643 -1.36528 -2.79278 -0.4649 0.4582 0.1216
H -1.92301 -0.83112 -1.41048 -0.1478 0.2614 0.0607
O -2.44242 -0.75293 -2.22522 0.5742 -0.8878 -0.3593
H 1.60085 -2.75703 -0.02453 -0.1235 -0.5739 0.1047
H 2.82248 -3.63790 0.15880 0.5145 0.0056 0.0727
O 1.87862 -3.70330 0.05552 -0.5433 0.7223 -0.1861

=====

18
Properties=species:S:1:pos:R:3:forces:R:3 method="wB97M-V/def2-TZVPD" energy_ha=-327.11531 gap_ev=10.176 e_lumo_ev=0.8722 homo_energy_ha=-0.342 smiles="CC(C)N(C)C=O" spin_multiplicity=1 largest_force_ev_per_a=0.4 relative_energy_kcal_mol=10.1
C 1.39115 -0.55418 0.92235 0.0462 -0.0081 -0.0013
C -0.09790 -0.27937 0.70925 -0.0284 -0.0249 0.1199
C -0.55295 1.00374 1.40140 0.0121 0.0461 0.0330
N -0.43067 -0.26875 -0.71764 -0.0876 -0.2128 -0.0542
C -0.08639 0.87567 -1.53154 0.0316 0.1175 -0.1085
C -0.86009 -1.42490 -1.29237 -0.0208 -0.0267 0.1114
O -1.04544 -2.47642 -0.70780 0.0521 0.2975 -0.1856
H 2.00953 0.24662 0.49767 -0.0993 -0.1023 0.0761
H 1.61498 -0.62046 1.99274 -0.0216 0.0135 -0.1643
H 1.67477 -1.50033 0.45047 -0.0499 0.1312 0.0835
H -0.66595 -1.11941 1.11821 0.0851 0.1001 -0.0507
H -1.59945 1.23222 1.17230 0.1512 -0.0519 0.0095
H -0.46627 0.88153 2.48544 0.0130 0.0167 -0.1451
H 0.06424 1.86432 1.11722 -0.0912 -0.1193 0.0330
H -0.55060 1.79005 -1.14646 0.0809 -0.1590 -0.0685
H 0.99927 1.02566 -1.58506 -0.1298 0.0259 0.0458
H -0.45040 0.71706 -2.55012 0.0353 -0.0045 0.1397
H -1.04547 -1.30988 -2.37824 0.0211 -0.0388 0.1263

=====

12
Properties=species:S:1:pos:R:3:forces:R:3 method="wB97M-V/def2-TZVPD" energy_ha=-306.43834 gap_ev=10.574 e_lumo_ev=0.4235 homo_energy_ha=-0.373 smiles="C=CC(=O)OC" spin_multiplicity=1 largest_force_ev_per_a=5.7 relative_energy_kcal_mol=42.6
C -1.17960 -1.79094 1.47871 5.5550 1.1426 -0.6604
C -1.02998 -0.86381 0.56208 -0.5071 1.4550 -2.9044
C 0.20963 -0.09572 0.13969 1.0227 -2.7917 0.6202
O 1.27179 -0.23537 0.71941 -0.8430 1.1482 -0.6557
O 0.01649 0.56064 -1.03355 -0.2344 0.6428 0.7490
C 0.96343 1.60325 -1.28506 0.3513 0.3359 -2.0278
H -0.18304 -2.14574 1.82636 -1.0445 0.2135 0.7323
H -2.04451 -2.05331 1.89768 -3.3260 -1.6679 1.0034
H -1.76305 -0.64861 -0.21132 -0.9569 0.4085 0.8269
H 1.27428 2.02325 -0.38173 0.3344 0.7828 1.5388
H 0.59170 2.43253 -1.96717 -0.2168 -1.4163 0.8788
H 1.87286 1.21381 -1.74511 -0.1346 -0.2534 -0.1012

=====

135
Properties=species:S:1:pos:R:3:forces:R:3 method="wB97M-V/def2-TZVPD" energy_ha=-2854.61252 total_charge=-1 gap_ev=6.537 e_lumo_ev=2.0181 homo_energy_ha=-0.166 spin_multiplicity=1 largest_force_ev_per_a=3.0
C 0.65568 4.11247 0.84060 -0.3143 -0.8607 0.3991
C 1.30961 3.37873 2.03026 0.3199 0.9262 -0.0104
O 2.21412 2.36005 1.64607 -0.3060 -0.1994 0.4895
C 1.62879 1.05945 1.69546 0.2953 -0.2107 -0.7146
C 0.67651 0.81182 0.53173 -0.0773 0.2951 0.3026
C 0.29835 -0.66002 0.31595 -0.4318 0.0934 -0.2471
C -1.23187 -0.77121 0.10850 0.6015 -0.4081 0.2470
C -2.00008 -0.84984 1.43744 0.5054 0.8790 -0.7528
P -3.55246 0.24047 1.59272 -0.2812 -1.2660 2.7196
O -2.67019 1.76985 1.48884 -0.2538 -0.1626 -0.9280
C -3.41067 2.55696 0.58221 0.1603 0.2436 0.7928
C -3.90807 1.64168 -0.55123 0.6321 0.6974 -0.0033
O -3.86536 0.30347 -0.11691 -0.1091 0.7799 0.0488
H 1.16447 3.78611 -0.06395 0.0676 0.2964 -0.0987
H -0.38594 3.79594 0.76031 -0.0246 0.1118 -0.1835
H 0.68343 5.19271 0.96231 0.0910 0.0505 -0.1131
H 0.55207 3.00519 2.72692 -0.0609 -0.2153 -0.1374
H 1.89496 4.11482 2.59551 0.1044 -0.1125 -0.0041
H 2.45813 0.34922 1.62776 0.0728 0.0751 0.0835
H 1.11730 0.91308 2.65398 -0.0140 -0.0352 0.0527
H 1.12646 1.23506 -0.36736 0.1361 -0.1108 -0.0162
H -0.22949 1.39602 0.72084 -0.0994 -0.1151 0.0218
H 0.81228 -1.05911 -0.56296 0.1617 0.0834 0.0493
H 0.61562 -1.27054 1.16776 -0.0446 -0.0426 0.0417
H -1.51500 0.12211 -0.44699 -0.2122 -0.0755 -0.0894
H -1.45501 -1.63525 -0.52410 -0.0867 0.0492 -0.0241
H -1.32389 -0.50901 2.22884 -0.0862 0.1047 0.0543
H -2.25548 -1.88248 1.67996 -0.2061 0.0134 0.0014
H -4.75903 0.99933 1.90902 -0.0107 0.2672 -0.4806
H -3.29180 0.24919 3.04896 -0.1232 -0.1518 -0.1153
H -4.37549 -0.95721 1.77910 0.0058 0.0474 -0.3645
H -2.78895 3.39831 0.25956 -0.0174 -0.1450 -0.3723
H -4.27171 3.00035 1.10496 -0.0685 0.0047 -0.0314
H -4.90674 1.96276 -0.87849 -0.1274 -0.1719 0.0743
H -3.25016 1.75123 -1.42613 -0.0696 0.3422 0.5655
C 5.34795 0.62777 0.25809 -0.1367 0.2887 0.0012
C 4.61291 -0.13636 -0.81400 -0.0423 0.0095 0.0609
O 3.47543 0.14728 -1.11364 -0.0224 -0.0200 0.0791
C 5.34056 -1.26938 -1.49602 -0.1128 0.0019 -0.1009
H 4.69872 1.41153 0.64921 -0.0254 -0.0034 -0.0597
H 5.61831 -0.05097 1.06547 0.1388 -0.0003 -0.1284
H 6.24978 1.08573 -0.15597 0.0625 -0.1030 0.0347
H 5.61314 -2.02640 -0.76061 0.1103 0.0571 0.0269
H 6.24220 -0.89082 -1.98374 0.0700 -0.0444 0.0913
H 4.69134 -1.71567 -2.24842 -0.0083 0.0330 -0.0065
C 0.75498 -1.82111 -5.05698 0.4142 -0.3763 -0.4361
C 2.18959 -1.38329 -4.92749 -0.1855 0.0799 0.0564
O 3.10227 -1.89178 -5.55003 -0.0778 0.0521 0.1474
C 2.39993 -0.26919 -3.94110 0.3881 -0.0238 -0.2293
H 0.65628 -2.62527 -5.78585 0.0425 0.0183 -0.0176
H 0.40259 -2.17066 -4.09113 -0.1861 0.1372 0.0571
H 0.13900 -0.97876 -5.36782 -0.1053 0.0148 0.1939
H 2.05523 -0.57197 -2.95332 -0.0854 0.1144 -0.0013
H 1.83924 0.61222 -4.25780 -0.1114 -0.0309 0.1052
H 3.45545 -0.01617 -3.87908 0.0077 0.0130 0.0240
C -3.73472 2.75789 4.91107 -0.2217 0.1863 0.0339
C -4.22902 2.77492 6.33143 -0.0069 0.0976 -0.0667
O -4.88434 3.69401 6.77578 0.0322 -0.0482 0.0242
C -3.87309 1.58084 7.18270 -0.1325 0.0912 0.1903
H -4.06332 3.65989 4.40244 -0.0169 0.0482 0.0140
H -2.64502 2.71080 4.88645 -0.0052 -0.1982 -0.0743
H -4.13524 1.89195 4.37845 0.2430 -0.0768 -0.0522
H -2.78903 1.48037 7.25420 0.0125 -0.1006 -0.0944
H -4.28133 0.67367 6.73465 0.1320 -0.0318 -0.0614
H -4.28721 1.70898 8.18105 0.0005 0.0086 -0.0106
C -6.25854 -1.24141 -0.84905 -0.4778 0.1159 -0.1243
C -7.64651 -1.43076 -1.39765 0.0263 -0.0185 0.0142
O -8.24108 -0.55305 -1.98518 0.0215 -0.0564 0.0027
C -8.28555 -2.78697 -1.18328 -0.1751 0.0903 -0.1000
H -5.90930 -0.23945 -1.06046 0.0271 0.0363 0.0193
H -6.24834 -1.39007 0.23205 0.1204 -0.0611 0.0010
H -5.57447 -1.95667 -1.31061 -0.5179 0.1264 0.5834
H -8.36172 -2.99720 -0.11539 0.1068 -0.0740 0.0004
H -7.67825 -3.56341 -1.65179 0.0565 -0.0359 0.1081
H -9.28130 -2.79713 -1.62286 0.0145 0.0142 -0.0016
C -3.96865 -2.27720 -3.21290 0.2820 -0.2274 -0.0737
C -2.90073 -1.21269 -3.27461 -0.0870 0.3506 0.0735
O -1.73791 -1.49228 -3.46141 -0.0254 -0.1251 0.0078
C -3.34807 0.21314 -3.07873 0.0582 -0.4653 -0.3790
H -3.51653 -3.25522 -3.36276 0.0346 -0.0113 -0.0290
H -4.45909 -2.25315 -2.23843 0.4273 -0.0096 -0.4843
H -4.71579 -2.10353 -3.98930 -0.1079 0.0676 0.0829
H -3.81394 0.32548 -2.09730 0.0327 -0.6397 -0.6675
H -4.07103 0.48865 -3.84922 -0.0964 -0.0123 -0.0037
H -2.48734 0.87520 -3.13942 0.0472 -0.0408 -0.0423
C 5.17007 -4.07989 2.98875 0.1018 -0.0324 -0.2103
C 5.03156 -2.61024 2.67968 -0.0476 -0.0370 -0.0362
O 5.34688 -2.16307 1.60151 0.0263 -0.0556 0.1942
C 4.47922 -1.72426 3.77078 0.0255 0.1411 -0.1582
H 5.56995 -4.59393 2.11784 -0.0147 0.0382 -0.0230
H 5.84515 -4.21915 3.83554 -0.1170 -0.0161 0.0944
H 4.19406 -4.50057 3.23641 0.0258 0.0102 0.1376
H 5.12213 -1.77135 4.65167 -0.0776 -0.0805 0.0563
H 3.47641 -2.05374 4.04747 0.0355 -0.0476 0.0900
H 4.42820 -0.69577 3.41855 -0.0119 -0.0092 -0.0080
C 1.26660 4.20503 7.44916 -0.0857 -0.0530 0.1748
C 1.27462 2.72779 7.13408 -0.0086 -0.0584 0.0277
O 0.92200 1.90772 7.95039 0.0188 0.0426 -0.0142
C 1.74246 2.33063 5.75727 -0.0570 -0.2434 0.0925
H 0.91034 4.35826 8.46535 -0.0005 -0.0125 -0.0041
H 2.27449 4.61282 7.35520 -0.0267 0.0482 -0.1140
H 0.60772 4.73025 6.75568 0.0950 0.0391 -0.0672
H 2.77098 2.65924 5.59788 -0.0494 0.1159 -0.0891
H 1.10433 2.78338 4.99717 0.1036 0.0922 -0.0361
H 1.69520 1.24857 5.65654 -0.0089 0.0031 -0.0022
C -2.73854 5.84574 2.37451 0.2708 -0.0859 -0.2370
C -3.27931 6.50192 1.12871 0.0275 -0.0337 -0.0319
O -2.77125 6.33557 0.04468 -0.0036 0.0479 0.0349
C -4.49426 7.38380 1.30183 -0.0017 0.0171 -0.2039
H -1.87439 5.23629 2.11620 -0.0401 -0.0245 -0.0126
H -2.43138 6.60790 3.09360 -0.1632 -0.0221 0.0945
H -3.49900 5.20430 2.81775 -0.0450 0.0716 0.1181
H -4.26851 8.20157 1.98854 -0.0566 -0.0588 0.0939
H -5.32259 6.80108 1.70793 0.0209 0.0395 0.1098
H -4.78473 7.79493 0.33751 0.0100 -0.0099 -0.0009
C 7.23236 -5.50578 -1.96312 0.0595 0.0633 0.1852
C 5.86939 -5.04995 -1.49783 -0.1074 0.0572 -0.0038
O 5.70022 -4.58471 -0.39504 0.0755 -0.1588 -0.0048
C 4.72919 -5.19475 -2.47544 -0.0759 0.0967 0.1467
H 7.95937 -5.34446 -1.17025 -0.0125 0.0066 0.0032
H 7.20596 -6.56705 -2.21623 -0.0068 0.0259 -0.1205
H 7.53322 -4.93984 -2.84628 -0.0333 -0.0878 -0.0716
H 4.60143 -6.24362 -2.74944 0.0564 0.0187 -0.1081
H 4.93195 -4.61582 -3.37863 0.0177 -0.0908 -0.0550
H 3.81206 -4.82954 -2.01918 0.0102 0.0077 0.0019
C 3.13978 -3.52668 -8.20896 -0.2600 -0.1587 -0.0726
C 2.33587 -4.09161 -9.35176 -0.0139 0.0117 0.0440
O 1.16613 -4.37696 -9.23416 0.0460 -0.0085 -0.0348
C 3.05888 -4.28877 -10.66613 -0.1845 -0.0671 -0.0740
H 2.51979 -3.42950 -7.32567 0.0197 0.0383 0.0350
H 3.97873 -4.18802 -7.98284 0.0918 0.0896 -0.0561
H 3.52810 -2.54161 -8.47114 0.1133 -0.0346 0.0109
H 3.89495 -4.97732 -10.53279 0.0819 0.0920 0.0033
H 3.44372 -3.33374 -11.02744 0.1135 -0.0256 0.0398
H 2.37171 -4.69907 -11.40308 -0.0056 0.0031 0.0147